This record from OMol25 describes a 3-piece molecular cluster, C2H8ClO2 overall. The level of theory is wB97M-V/def2-TZVPD.

ORCA input file:
```
! RIJCOSX wB97M-V def2-TZVPD def2/J DEFGRID3
* xyz -1 1
Cl -31.315 15.331 12.643
C -28.965 10.581 10.826
O -28.277 11.834 10.793
H -29.083 10.346 11.884
H -29.897 10.658 10.267
H -28.405 9.742 10.412
H -28.829 12.557 11.098
C -31.015 14.682 18.323
O -29.878 14.253 17.543
H -31.291 15.681 17.986
H -31.848 13.979 18.347
H -30.602 14.797 19.325
H -30.175 14.186 16.632
*
```

ΔE to the lowest compared entry with this formula, charge and spin	0.6935	eV

These are the Mulliken partial charges, in e, on atoms 1 to 8: -0.99, -0.48, -0.54, 0.23, 0.23, 0.22, 0.34, -0.48